No. 1
{
  "formula": "C4H4ClNO2",
  "method": "the ωB97M-V functional and the def2-TZVPD basis",
  "smiles": "C=C(Cl)C(=O)NC=O",
  "homo_ha": -0.378,
  "lumo_ha": -0.012,
  "gap_ev": 9.99,
  "elements": ["H", "C", "O", "H", "N", "H", "Cl", "H", "C", "C", "C", "O"],
  "coordinates": [[-1.007, 1.511, 0.462], [0.230, -0.269, 0.105], [1.031, -0.925, 0.673], [2.166, -0.787, -1.439], [-0.586, 0.583, 0.944], [-0.295, -0.881, 2.627], [-1.315, 0.709, -2.181], [1.295, -0.194, -3.088], [0.074, -0.091, -1.368], [1.197, -0.438, -2.036], [-0.965, 0.136, 2.313], [-1.826, 0.647, 2.989]]
}


No. 2
{
  "formula": "C4H4ClNO2S2",
  "method": "the ωB97M-V functional and the def2-TZVPD basis",
  "smiles": "Cc1cnsc1S(=O)(=O)Cl",
  "homo_ha": -0.371,
  "lumo_ha": -0.023,
  "gap_ev": 9.45,
  "elements": ["N", "S", "O", "Cl", "H", "S", "H", "C", "O", "H", "C", "C", "H", "C"],
  "coordinates": [[0.365, -2.709, 0.122], [-1.797, 0.798, -0.492], [-1.145, 1.697, -1.416], [-1.798, 1.805, 1.203], [2.183, 0.877, -0.289], [-1.129, -2.291, -0.310], [1.233, 1.254, 1.117], [0.593, -0.419, 0.133], [-3.056, 0.127, -0.606], [2.157, -1.643, 0.616], [1.175, -1.648, 0.303], [-0.738, -0.460, -0.147], [0.720, 1.699, -0.361], [1.235, 0.913, 0.128]]
}


No. 3
{
  "formula": "C4H4ClNOS",
  "method": "the ωB97M-V functional and the def2-TZVPD basis",
  "homo_ha": -0.334,
  "lumo_ha": -0.025,
  "gap_ev": 8.38,
  "elements": ["C", "C", "H", "O", "H", "N", "H", "C", "H", "Cl", "S", "C"],
  "coordinates": [[-1.957, -0.439, 0.653], [1.363, -0.166, -0.890], [2.078, -0.957, -1.306], [-0.239, 2.443, 0.861], [-2.142, 0.026, 1.590], [0.379, -0.777, -0.097], [1.987, 1.631, -1.686], [1.322, 1.143, -1.014], [-1.861, -1.467, 0.728], [-3.271, 0.086, -0.474], [-0.242, 1.723, -0.392], [-0.593, -0.029, 0.203]]
}


No. 4
{
  "formula": "C4H4ClNOS",
  "method": "the ωB97M-V functional and the def2-TZVPD basis",
  "smiles": "SCc1ocnc1Cl",
  "homo_ha": -0.334,
  "lumo_ha": 0.025,
  "gap_ev": 9.78,
  "elements": ["S", "O", "C", "H", "C", "C", "Cl", "H", "H", "H", "C", "N"],
  "coordinates": [[-2.597, -0.330, -0.442], [-0.085, 1.745, 0.195], [-1.395, -0.168, 0.915], [1.485, 2.967, -0.461], [-0.057, 0.442, 0.486], [1.117, -0.087, 0.081], [1.607, -1.704, -0.030], [-1.244, -1.190, 1.314], [-1.893, 0.546, 1.647], [-1.917, -1.245, -1.130], [1.198, 1.965, -0.286], [1.902, 0.900, -0.360]]
}


No. 5
{
  "formula": "C4H4ClNOS",
  "method": "the ωB97M-V functional and the def2-TZVPD basis",
  "homo_ha": [-0.279, -0.279],
  "lumo_ha": [-0.020, -0.018],
  "gap_ev": [7.06, 7.08],
  "elements": ["Cl", "H", "C", "H", "N", "S", "C", "C", "O", "H", "H", "C"],
  "coordinates": [[1.403, -4.176, 3.423], [-0.108, 1.899, -0.375], [-0.732, 0.152, 1.401], [1.261, 0.742, -1.134], [1.063, -1.091, 0.338], [1.515, -2.354, 1.088], [0.163, 0.822, -0.713], [0.766, -2.814, 2.582], [-1.595, 0.595, 2.051], [-0.087, -2.334, 2.864], [-0.262, 0.385, -1.561], [0.081, -0.192, 0.432]]
}


No. 6
{
  "formula": "C4H4ClNS2",
  "method": "the ωB97M-V functional and the def2-TZVPD basis",
  "smiles": "C=NSC(=S)/C=C\\Cl",
  "homo_ha": -0.322,
  "lumo_ha": -0.040,
  "gap_ev": 7.68,
  "elements": ["C", "C", "Cl", "C", "S", "H", "N", "H", "H", "S", "H", "C"],
  "coordinates": [[-2.961, -0.397, -0.003], [0.824, 1.232, -0.095], [4.024, -0.097, -0.136], [1.151, -0.185, -0.263], [-1.012, 1.327, -0.244], [0.323, -0.732, -0.290], [-1.615, -0.340, 0.190], [-3.631, 0.535, -0.171], [-3.465, -1.368, 0.207], [1.723, 2.581, 0.120], [2.306, -1.826, 0.551], [2.333, -0.730, 0.134]]
}